A structure of composition C9H14Br2ClFO4, computed with ωB97M-V/def2-TZVPD.

```
31
Properties=species:S:1:pos:R:3:forces:R:3:lowdin_charge:R:1
Br 5.096048 -0.105200 1.993840 -0.36 -0.04 0.15 0.843
Br 3.883376 2.255129 0.217000 0.19 -0.16 0.30 0.771
Cl 2.673076 0.151380 -1.868773 -0.15 0.18 0.16 0.822
F 2.792321 -2.325941 0.954665 0.32 -0.80 0.51 0.030
O -2.743425 1.340030 0.227674 0.00 -0.15 0.20 -0.068
O 4.285054 -1.538392 -0.858970 -0.09 -0.02 -0.83 0.031
O 5.791009 -0.980964 -2.529986 -0.67 0.12 2.17 0.200
O 5.568778 0.237635 -0.599931 -0.30 0.32 -0.87 -0.064
C 5.278719 -0.785979 -1.464299 0.85 -0.64 -1.20 -0.542
C -5.054378 1.176530 0.924966 0.05 0.03 0.17 -0.063
C 3.397673 -0.547147 -0.394027 0.72 0.03 0.71 -0.743
C -3.831845 0.432257 0.410796 -0.29 0.24 -0.34 -0.498
C 4.456857 0.404101 0.243225 0.44 0.78 -0.49 -1.182
C -4.130755 -0.294045 -0.892021 0.14 -0.11 0.00 -0.061
C 0.283045 0.276553 0.192256 0.45 -0.65 -0.26 -0.096
C 2.391166 -1.062979 0.647044 -0.72 -0.17 -1.05 -0.379
C 0.949731 -1.106144 0.218352 -0.49 0.39 0.33 -0.202
H -3.245319 -0.821279 -1.248378 0.00 -0.03 0.03 0.077
H -4.420829 0.418768 -1.668471 -0.08 0.03 0.04 0.082
H 0.246773 0.647816 -0.815361 -0.06 0.37 -0.31 0.044
H -0.723238 0.244505 0.566383 -0.31 0.02 0.19 0.047
H -3.500282 -0.286426 1.161505 0.12 0.04 0.03 0.137
H -5.888238 0.495918 1.100579 -0.01 0.00 -0.02 0.080
H 0.464692 -1.671109 1.000759 -0.11 -0.42 0.23 0.117
H 0.874271 0.951424 0.791791 0.01 0.51 0.23 0.063
H 2.426733 -0.453251 1.534024 0.36 0.32 0.39 0.113
H 0.822706 -1.650540 -0.704272 0.02 -0.18 -0.34 0.110
H -3.008750 1.987519 -0.432319 -0.02 0.06 -0.05 0.090
H -5.372198 1.932920 0.202496 -0.03 -0.06 -0.07 0.081
H -4.938871 -1.015674 -0.767464 -0.02 0.01 -0.01 0.080
H -4.823901 1.692586 1.856919 0.01 -0.03 0.02 0.079
```
Forces are in eV/Å.

Output
**E_tot**: -173074.236 eV
**Energy above the lowest of the compared OMol25 structures with the same formula, charge and spin**: 26.8 kJ/mol
**HOMO**: -10.59 eV
**Total charge**: 0
**LUMO**: 0.005 Eh

=====

The molecule C4H4N4, computed with ωB97M-V/def2-TZVPD.

```
12
Properties=species:S:1:pos:R:3:forces:R:3:lowdin_charge:R:1
N -1.553274 0.722902 0.521508 0.09 0.41 -1.61 0.103
N 2.101741 0.237363 0.714999 2.94 -1.59 2.58 0.168
N -0.608115 -1.384818 -0.220783 -1.54 -1.21 -1.25 0.093
N 0.603160 1.455583 -0.425365 -3.05 -2.06 0.13 0.143
C -0.684564 1.482062 -0.261106 0.61 3.27 -1.26 -0.216
C 1.067898 0.199708 0.053295 1.53 0.99 -2.38 -0.503
C -1.552512 -0.546823 0.383000 1.40 0.51 0.35 -0.182
C 0.575449 -1.058336 -0.560509 -2.55 1.82 2.46 -0.037
H 2.497532 -0.722412 0.894050 -0.47 1.11 -0.15 0.085
H 1.164307 -1.779471 -1.044692 1.04 -0.62 -0.81 0.107
H -1.171205 2.370386 -0.823089 0.36 -1.42 1.37 0.138
H -2.440415 -0.976141 0.768689 -0.35 -1.21 0.58 0.100
```
Forces are in eV/Å.

Output
**E_tot**: -10170.346 eV
**Energy above the lowest of the compared OMol25 structures with the same formula, charge and spin**: 240.4 kJ/mol
**HOMO**: -9.79 eV
**Total charge**: 0
**LUMO**: -0.029 Eh

=====

The molecule C5H7NO, computed with ωB97M-V/def2-TZVPD.

```
14
Properties=species:S:1:pos:R:3:forces:R:3:lowdin_charge:R:1
O -1.276533 1.105767 0.269758 -0.14 -0.01 -0.42 -0.056
N 1.279915 -1.298834 0.875862 -0.02 -0.10 0.15 0.126
C -1.800500 0.004295 -0.258269 0.41 -0.07 -0.27 -0.140
C -1.091397 -1.101005 0.110874 -0.02 -0.03 -0.19 0.003
C 0.125349 -0.586661 0.663679 -0.05 0.27 0.03 -0.314
C 0.057367 0.802143 0.609211 0.06 -0.14 0.20 -0.262
C 0.722282 1.451759 -0.580137 0.19 0.05 -0.45 -0.040
H -2.248113 0.232614 -1.215149 -1.66 -0.49 0.54 0.133
H -1.306913 -2.121710 -0.166934 0.08 0.04 -0.02 0.105
H 1.764230 1.177688 -0.735934 0.03 0.11 0.16 0.075
H 0.567256 2.530510 -0.641446 0.27 -0.08 0.23 0.076
H 1.202430 -2.302596 0.922227 -0.04 0.11 0.02 0.095
H 1.914363 -0.914568 1.557083 -0.03 0.00 -0.10 0.100
H 0.090263 1.020598 -1.410825 0.91 0.33 0.13 0.096
```
Forces are in eV/Å.

Output
**E_tot**: -8833.007 eV
**Energy above the lowest of the compared OMol25 structures with the same formula, charge and spin**: 308.3 kJ/mol
**HOMO (spin up / spin down)**: -7.58 / -7.58 eV
**Total charge**: 0
**LUMO (spin up / spin down)**: 0.029 / 0.029 Eh

=====

A cluster of 2 separate species, C3H11N2 in total, computed with ωB97M-V/def2-TZVPD.

```
16
Properties=species:S:1:pos:R:3:forces:R:3:lowdin_charge:R:1
N -0.353499 1.173456 0.971509 1.27 0.07 -0.21 0.114
N 1.710328 -1.393948 -1.244155 0.31 -0.51 0.08 0.032
C -0.191376 -1.679218 0.135725 -0.07 -0.68 -1.13 -0.075
C 0.447935 -1.960138 -1.016042 1.54 1.77 -0.20 -0.231
C -1.148044 2.239816 0.278794 -0.19 1.00 1.69 -0.003
H -1.227020 -1.959134 0.236865 0.03 -0.08 0.53 0.059
H -1.638846 2.843058 1.061257 0.32 -0.22 -0.17 0.105
H 2.321032 -1.786329 -1.944658 -0.40 -0.20 -0.25 0.091
H 2.284966 -1.170589 -0.443670 -0.27 0.00 0.22 0.085
H -0.786257 0.868673 1.842314 -0.38 -0.63 -0.40 0.167
H -1.981726 1.755606 -0.229274 0.61 0.15 -0.68 0.109
H 0.092990 -2.399131 -1.943751 -0.62 -0.22 0.50 0.122
H 0.602433 1.396045 1.276514 -0.28 1.00 -0.10 0.172
H -0.115654 0.411776 0.302097 -1.02 -0.56 0.41 0.094
H 0.434082 -1.271997 0.922908 -0.31 -0.29 0.33 0.049
H -0.451338 2.932051 -0.206437 -0.53 -0.59 -0.63 0.111
```
Forces are in eV/Å.

Output
**E_tot**: -6261.909 eV
**Energy above the lowest of the compared OMol25 structures with the same formula, charge and spin**: 161.4 kJ/mol
**HOMO**: -12.33 eV
**Total charge**: +1
**LUMO**: -0.132 Eh

=====

A structure of composition C19H26N2O4Si2Ta, computed with ωB97M-V/def2-TZVPD.

```
54
Properties=species:S:1:pos:R:3:forces:R:3:lowdin_charge:R:1
Ta 0.274578 -0.318830 -0.566586 0.00 -0.42 0.31 1.871
Si -2.222205 0.823241 0.484636 -0.08 -0.06 0.12 0.545
Si 1.017807 1.223302 1.828941 0.04 -0.07 0.13 0.545
O 1.044258 -0.608535 -2.336355 -0.04 0.16 0.07 -0.214
O 1.885074 -1.874033 -3.995509 0.10 -0.01 -0.23 0.259
O -0.334382 -1.552263 1.236787 0.00 0.41 0.01 -0.089
O -0.541359 -3.519524 2.284831 -0.15 0.01 0.34 0.274
N 0.404023 1.627464 -1.438070 -0.20 0.25 0.38 -0.064
N 0.648800 -2.569180 -0.830102 0.05 0.25 -0.12 0.019
C -0.430943 1.293444 0.663709 -0.19 0.66 0.23 -0.476
C 0.803879 2.242015 -2.574529 0.03 -0.06 -0.06 -0.025
C 1.153660 -5.225041 -1.289294 0.01 -0.03 -0.02 0.072
C 2.202612 -0.019952 0.705183 0.00 -0.22 -0.63 -0.191
C 1.448951 -4.282442 -2.263505 -0.02 0.05 0.03 0.107
C -0.209433 -2.791657 1.286459 0.11 -0.18 -0.17 -0.397
C 0.362130 -3.477822 0.112869 0.02 -0.03 -0.02 -0.146
C 1.969702 2.804968 1.863537 -0.06 -0.07 0.04 -0.124
C 0.834151 0.443531 3.487861 0.01 0.05 0.04 -0.130
C -3.228125 2.159992 -0.296573 0.03 -0.07 0.07 -0.124
C -3.091271 -0.036528 1.862838 -0.06 0.02 0.01 -0.129
C -0.117904 2.321934 -0.389410 0.18 -0.29 -0.36 -0.401
C 0.596230 -4.823361 -0.067594 -0.02 0.04 0.02 0.103
C 0.147907 4.329597 -1.609656 -0.03 0.10 0.03 0.045
C 1.175256 -2.947046 -1.985357 0.04 -0.14 -0.05 -0.123
C -0.261008 3.690307 -0.444022 -0.01 -0.01 0.00 0.006
C -1.981550 -0.544627 -1.023753 0.38 -0.17 -0.47 -0.192
C 1.426817 -1.794396 -2.916830 0.00 -0.18 0.05 -0.442
C 0.681862 3.607463 -2.678979 0.03 -0.10 -0.04 0.022
H -3.052075 0.593826 2.755645 0.00 -0.01 -0.01 0.066
H 0.052216 0.970368 4.042040 0.01 -0.01 0.00 0.066
H -0.675155 4.241867 0.388927 0.00 0.00 0.01 0.146
H -4.145057 -0.137181 1.592363 -0.02 -0.03 0.03 0.066
H -4.245351 1.799369 -0.461900 -0.02 0.02 0.00 0.068
H -1.643655 -1.589452 -0.892100 0.01 -0.14 -0.03 0.046
H -2.850653 2.566647 -1.232408 0.05 -0.04 -0.04 0.055
H 0.598151 -0.616949 3.495262 -0.02 -0.02 -0.05 0.028
H 1.206706 1.613794 -3.358133 -0.01 0.04 0.01 0.136
H 2.856832 2.681201 2.487853 0.01 0.02 0.02 0.068
H 1.765917 0.588802 4.039592 0.00 -0.03 0.03 0.066
H -3.038205 -0.757674 -1.228958 -0.08 0.29 0.23 0.114
H 2.602623 0.327197 -0.270796 0.04 0.02 0.08 0.074
H 2.109670 -1.120561 0.653039 0.02 -0.16 -0.01 0.047
H -1.645347 -0.208975 -2.027337 -0.10 0.00 0.00 0.075
H 3.111482 0.023421 1.318361 -0.18 0.26 0.20 0.112
H -0.915603 -3.017816 3.037927 0.05 -0.10 -0.08 0.192
H 0.356548 -5.539124 0.708267 0.00 0.00 -0.01 0.155
H 1.325527 3.546711 2.347613 0.09 0.04 0.01 0.071
H 1.879722 -4.551798 -3.220065 0.00 -0.01 0.01 0.159
H 1.352501 -6.274491 -1.469444 0.00 0.02 0.00 0.151
H 0.052410 5.405927 -1.693467 0.00 -0.02 0.02 0.145
H -2.714237 -1.020984 2.126500 0.05 0.00 -0.02 0.027
H 2.279220 3.205525 0.900451 0.00 -0.05 -0.05 0.055
H -3.281107 2.976914 0.430951 -0.07 0.02 -0.05 0.071
H 0.997405 4.111413 -3.581709 0.01 -0.02 -0.01 0.139
```
Forces are in eV/Å.

Output
**E_tot**: -48578.462 eV
**HOMO**: -18.80 eV
**Total charge**: +3
**LUMO**: -0.428 Eh

=====

A cluster of 4 separate species, C4H15NO3 in total, computed with ωB97M-V/def2-TZVPD.

```
23
Properties=species:S:1:pos:R:3:forces:R:3:lowdin_charge:R:1
O -2.863636 -0.157992 1.050342 0.42 0.14 -0.49 -0.083
O -0.016718 -2.144044 -0.784170 0.23 3.03 1.00 0.017
O 2.331929 -0.972787 -1.328661 -1.50 0.53 0.25 -0.095
N -1.394814 0.606591 -1.490170 3.70 -3.00 3.89 0.157
C 0.123512 1.392543 0.474952 -1.58 -3.80 -1.50 -0.099
C 1.251148 0.746275 1.110243 0.20 -1.03 1.84 -0.169
C -0.065734 1.227658 -1.185268 -2.11 -2.31 1.86 -0.063
C 1.267644 -0.255031 2.035187 -0.63 -0.47 0.49 0.112
H -1.444127 0.254426 -2.401801 -0.76 0.49 -2.47 0.090
H -3.116919 0.121240 1.952978 -0.04 0.36 -1.12 0.070
H 2.241165 -0.127320 -0.793535 0.26 -2.01 -0.55 0.023
H 0.016970 2.169937 -1.616566 0.25 1.34 -1.26 0.100
H 2.045125 -0.730577 2.686059 0.19 1.29 -1.28 0.104
H -1.446388 -0.387840 -0.923650 0.04 3.01 -1.10 0.152
H -0.830190 1.073908 0.861831 -0.32 -0.34 0.21 0.089
H -0.188617 -2.832004 -1.358318 -0.70 -2.70 -1.60 0.048
H 0.210699 2.383808 0.569920 0.44 3.95 0.30 0.083
H 0.786849 0.505923 -1.410122 -0.79 0.26 -0.19 0.129
H 0.093729 -2.446583 0.108299 -0.03 -0.63 0.59 0.079
H 0.359831 -0.755900 2.371697 -0.48 0.30 -0.65 0.073
H -2.939090 0.533450 0.348678 -0.50 -0.42 1.59 0.040
H 1.482180 -1.558377 -1.265644 1.84 1.76 0.41 0.037
H 2.095460 1.352690 0.987722 1.87 0.24 -0.22 0.105
```
Forces are in eV/Å.

Output
**E_tot**: -12012.245 eV
**Energy above the lowest of the compared OMol25 structures with the same formula, charge and spin**: 346.3 kJ/mol
**HOMO (spin up / spin down)**: -14.39 / -13.73 eV
**2S+1**: 2
**Total charge**: +1
**LUMO (spin up / spin down)**: -0.116 / -0.327 Eh

=====

The molecule C4H9NO, computed with ωB97M-V/def2-TZVPD.

```
15
Properties=species:S:1:pos:R:3:forces:R:3:lowdin_charge:R:1
O 0.026441 -0.434927 -0.962982 -0.11 0.10 0.01 -0.126
N -0.511352 1.220201 0.578966 0.01 -0.41 -0.18 0.054
C 0.342232 2.146512 -0.144285 0.08 0.13 -0.08 -0.119
C -1.477643 -0.978101 0.872899 -0.01 -0.01 0.04 -0.011
C -0.603043 0.026718 0.176645 -0.13 0.25 0.24 -0.461
C 1.176408 -1.226296 -0.715294 0.23 -0.17 0.03 -0.081
H -0.925049 -1.891604 1.119494 -0.03 0.15 -0.06 0.075
H 1.223169 2.366099 0.472126 -0.15 -0.01 -0.11 0.079
H -2.307989 -1.267465 0.219036 0.14 0.06 0.06 0.087
H -0.197890 3.089314 -0.280577 0.09 -0.16 0.04 0.073
H -1.871874 -0.540895 1.790978 0.04 -0.06 -0.14 0.081
H 0.908184 -2.249113 -0.419377 0.04 0.15 -0.03 0.085
H 0.670534 1.775229 -1.122226 -0.03 0.09 0.17 0.074
H 1.741540 -1.259487 -1.648683 -0.08 -0.05 0.12 0.091
H 1.806337 -0.776178 0.063273 -0.09 -0.07 -0.11 0.099
```
Forces are in eV/Å.

Output
**E_tot**: -7830.669 eV
**Energy above the lowest of the compared OMol25 structures with the same formula, charge and spin**: 159.3 kJ/mol
**HOMO**: -9.70 eV
**Total charge**: 0
**LUMO**: 0.036 Eh